ORCA calculation (wB97M-V/def2-TZVPD) on C27H52ClN12ReS as an isolated structure in a non-equilibrium geometry.

Summary:
E_HOMO (spin up / spin down)   -15.68 / -15.69 eV
Total charge   +3
⟨S²⟩   0.96
Spin multiplicity   2
Kohn-Sham gap (spin up / spin down)   5.40 / 5.95 eV
LUMO level (spin up / spin down)   -10.28 / -9.74 eV

Atoms and positions in Å:
Re1 0.18148 -0.65630 0.03743
C1 1.75857 0.45330 5.34161
N1 1.67750 0.67909 3.89768
C2 2.48992 1.79954 3.42894
C3 0.92546 -0.07732 3.10445
N2 1.27729 -0.35247 1.82832
C4 2.72949 -0.40187 1.54700
C5 2.98858 -1.54283 0.58712
N3 2.12728 -1.38240 -0.61467
C6 1.82358 -2.71920 -1.18477
C7 0.78665 -2.60536 -2.28009
N4 -0.34063 -1.76698 -1.83659
C8 -1.40088 -1.72719 -2.62087
N5 -2.55318 -1.07777 -2.12855
C9 -2.96841 0.08173 -2.92193
C10 -3.67913 -1.89117 -1.67493
N6 -1.41011 -2.20234 -3.87603
C11 -2.63965 -2.75097 -4.46164
C12 -0.30257 -2.05486 -4.82675
C13 2.72445 -0.46053 -1.62743
C14 1.62935 0.46292 -2.16226
N7 0.82540 0.97288 -1.04156
C15 1.12657 2.38926 -0.68738
N8 1.23279 3.16765 -1.92193
C16 2.49902 3.74081 -2.35082
C17 0.07513 3.95666 -2.32111
N9 0.09138 2.91758 0.14984
C18 -1.03804 2.11706 0.54973
C19 0.35549 4.08135 0.97096
N10 -0.24710 -0.57408 3.60091
C20 -1.02255 0.21213 4.55844
C21 -0.38315 -2.01908 3.77426
H1 2.81252 0.45465 5.62067
H2 1.34205 -0.51088 5.61736
H3 1.26157 1.24512 5.90332
H4 2.33254 2.63780 4.10787
H5 2.18928 2.09558 2.42794
H6 3.55495 1.56159 3.43865
H7 3.29857 -0.58315 2.45846
H8 3.05693 0.53468 1.10437
H9 2.73030 -2.48342 1.07586
H10 4.04564 -1.58902 0.31694
H11 1.45405 -3.35976 -0.37975
H12 2.72902 -3.18759 -1.58016
H13 0.43189 -3.60684 -2.53595
H14 1.26238 -2.19206 -3.16905
H15 -2.09789 0.56879 -3.36092
H16 -3.46248 0.79064 -2.25526
H17 -3.67286 -0.17008 -3.72093
H18 -3.32025 -2.83184 -1.26301
H19 -4.38486 -2.11004 -2.48082
H20 -4.22766 -1.34388 -0.90824
H21 -3.20051 -3.31877 -3.72676
H22 -2.34957 -3.44033 -5.25105
H23 -3.27520 -1.98212 -4.90474
H24 0.31361 -1.19095 -4.58198
H25 -0.73302 -1.87186 -5.80919
H26 0.31729 -2.95037 -4.89687
H27 3.18848 -1.01897 -2.44174
H28 3.49003 0.14118 -1.14076
H29 0.95812 -0.08032 -2.82526
H30 2.06858 1.27005 -2.73895
H31 3.32521 3.03814 -2.25010
H32 2.75721 4.65904 -1.80713
H33 2.41593 4.01076 -3.40307
H34 -0.84897 3.42742 -2.10341
H35 0.13017 4.12769 -3.39572
H36 0.03920 4.93764 -1.83300
H37 -1.43545 1.56150 -0.30354
H38 -1.81669 2.77903 0.92710
H39 -0.77131 1.40581 1.35982
H40 1.17094 4.67807 0.56987
H41 0.60555 3.80894 2.00604
H42 -0.53526 4.70958 1.00006
H43 -0.85063 1.27349 4.39200
H44 -0.80045 -0.03177 5.59935
H45 -2.07854 -0.00054 4.38826
H46 0.15128 -2.54979 2.98869
H47 -1.43396 -2.29647 3.75870
H48 0.02632 -2.33602 4.73866
S1 4.46648 3.94032 0.91413
C22 3.26735 3.12465 0.37079
N11 2.39480 2.36722 0.01260
Cl1 -2.97419 -4.64093 1.76735
C23 -2.95303 -2.93483 1.62349
C24 -3.99914 -2.14788 2.09086
C25 -3.91048 -0.77827 1.90203
C26 -2.79814 -0.23544 1.28054
N12 -1.77373 -0.98769 0.86279
C27 -1.87017 -2.31826 1.02188
H49 -4.85410 -2.59819 2.57826
H50 -4.70558 -0.12444 2.23302
H51 -2.73707 0.82933 1.11481
H52 -1.05700 -2.94518 0.65739


ORCA calculation (wB97M-V/def2-TZVPD) on a 2-piece molecular cluster, C4H13N2 overall in a non-equilibrium geometry.

Summary:
E_HOMO   -13.81 eV
Total charge   +1
Kohn-Sham gap   10.29 eV
LUMO level   -3.52 eV

Atoms and positions in Å:
C1 -0.97667 -1.54127 1.69915
C2 -0.20982 -0.53764 0.85304
C3 1.16534 -1.03946 0.45673
N1 -0.95932 -0.28524 -0.43901
H1 -1.93231 -1.12364 2.01956
H2 -1.19199 -2.46045 1.15212
H3 -0.37067 -1.75736 2.57487
H4 -0.15896 0.42442 1.36048
H5 1.08588 -1.89255 -0.21906
H6 1.75158 -1.33887 1.32191
H7 1.74866 -0.27569 -0.06102
H8 -1.93561 -0.02733 -0.29408
H9 -0.50352 0.48672 -0.99040
H10 -0.97058 -1.15752 -0.97145
C4 1.07266 2.41645 -1.81869
N2 -0.14551 2.12357 -1.56636
H11 1.52700 2.08418 -2.75500
H12 1.68549 2.99225 -1.11739
H13 -0.68164 2.90943 -1.20539


ORCA calculation (wB97M-V/def2-TZVPD) on an isolated ion of composition C7H8ClN2S and charge -1 in a non-equilibrium geometry.

Summary:
E_HOMO (spin up / spin down)   -2.32 / -2.32 eV
Total charge   -1
Kohn-Sham gap (spin up / spin down)   5.78 / 5.79 eV
LUMO level (spin up / spin down)   3.47 / 3.47 eV

Atoms and positions in Å:
C1 1.07594 -2.41454 1.23634
C2 3.28151 -3.02792 1.39966
C3 1.99035 -2.36187 -0.96478
C4 -0.32449 1.19526 0.10036
C5 1.10329 0.79022 0.14038
C6 0.18935 0.08493 -0.79680
C7 -0.18030 -1.38315 -0.53635
N1 2.17192 -2.65811 1.84293
N2 0.97696 -2.16022 -0.12290
S1 1.72795 -2.30672 -2.51700
Cl1 4.57992 -2.35192 2.33162
H1 0.07203 -2.56165 1.65372
H2 -0.88496 0.93139 0.91598
H3 -0.63998 2.10079 -0.29312
H4 1.88366 1.30022 -0.20960
H5 1.38731 0.25694 1.01556
H6 0.17567 0.21633 -1.89944
H7 -0.50280 -1.88227 -1.50760
H8 -1.05983 -1.51049 0.19389


ORCA calculation (wB97M-V/def2-TZVPD) on C5H14N2S as an isolated structure in a non-equilibrium geometry.

Summary:
E_HOMO   -7.68 eV
Total charge   0
Kohn-Sham gap   8.55 eV
LUMO level   0.87 eV

Atoms and positions in Å:
C1 2.02860 -1.51203 -0.41475
C2 1.91595 0.82018 0.58040
C3 -2.36244 1.61824 -0.48412
C4 1.07382 -0.32644 0.14298
C5 -1.31428 0.71335 -0.02589
N1 -2.30760 -1.82329 -0.07168
N2 -1.92666 -0.87445 0.82538
S1 -0.07005 0.18121 -1.17340
H1 2.34872 -2.09329 0.42446
H2 1.50074 -2.20421 -1.03072
H3 2.80385 -1.01357 -1.02881
H4 2.57356 0.99756 -0.28388
H5 2.36684 0.61696 1.47550
H6 1.20449 1.66624 0.93545
H7 -2.94598 1.04594 -1.22534
H8 -3.04639 2.13124 0.26416
H9 -1.75963 2.56154 -0.83846
H10 0.33404 -0.72061 0.84732
H11 -0.70029 1.02751 0.78758
H12 -3.14828 -1.59400 -0.67662
H13 -1.52584 -2.11746 -0.73966
H14 -2.69927 -0.39989 1.28880


ORCA calculation (wB97M-V/def2-TZVPD) on one molecule with the formula C3H5N3 in a non-equilibrium geometry.

Summary:
E_HOMO   -9.44 eV
SMILES   Cn1nccn1
Total charge   0
Kohn-Sham gap   10.49 eV
LUMO level   1.05 eV

Atoms and positions in Å:
C1 1.16500 0.30803 -1.24717
N1 0.19855 0.00209 -0.22640
N2 -0.85422 -0.78224 -0.39625
C2 -1.45519 -0.78769 0.78691
C3 -0.68480 -0.00384 1.71161
N3 0.39016 0.41106 0.99008
H1 1.88140 -0.51054 -1.29731
H2 1.67316 1.23004 -0.95549
H3 0.65333 0.43831 -2.19893
H4 -2.34168 -1.40592 0.90455
H5 -0.62572 1.10071 1.92840


ORCA calculation (wB97M-V/def2-TZVPD) on C39H39BN11Na as an isolated structure.

Summary:
E_HOMO   -0.62 eV
Total charge   -2
Kohn-Sham gap   4.49 eV
LUMO level   3.88 eV

Atoms and positions in Å:
Na1 -0.24328 0.06252 -0.01386
C1 2.34272 -2.04002 1.62085
C2 2.71985 -1.68196 0.21927
C3 3.77898 -2.17769 -0.56491
C4 3.62268 -1.56848 -1.79690
C5 4.44902 -1.72748 -3.03265
N1 2.54190 -0.76750 -1.71961
N2 1.98933 -0.83184 -0.48683
B1 1.91178 0.11267 -2.83165
N3 1.90551 1.59179 -2.40114
N4 1.20652 2.01187 -1.31623
C6 1.38514 3.31762 -1.22761
C7 0.72885 4.11231 -0.14661
C8 2.21625 3.76955 -2.27615
C9 2.52257 2.63523 -2.99783
C10 3.35857 2.51010 -4.23092
N5 0.49416 -0.36575 -3.21726
N6 -0.55044 -0.24944 -2.35890
C11 -1.64130 -0.57791 -3.02667
C12 -2.98013 -0.50287 -2.36696
C13 -1.31107 -0.92566 -4.35337
C14 0.05698 -0.77568 -4.42962
C15 0.96017 -0.99769 -5.59955
H1 2.85113 -2.95827 1.92412
H2 2.60622 -1.24865 2.32473
H3 1.26426 -2.18954 1.68518
H4 4.53886 -2.88949 -0.28189
H5 5.28426 -2.39688 -2.82146
H6 3.87014 -2.15018 -3.85637
H7 4.84993 -0.77328 -3.37867
H8 2.60963 0.00916 -3.80695
H9 0.07890 3.46925 0.44638
H10 1.47003 4.57719 0.51005
H11 0.09827 4.89763 -0.56856
H12 2.53344 4.77920 -2.48725
H13 3.74784 3.49367 -4.49890
H14 4.20395 1.83372 -4.08801
H15 2.78110 2.12939 -5.07588
H16 -2.95156 0.24638 -1.57064
H17 -3.74796 -0.22535 -3.09358
H18 -3.26751 -1.45812 -1.92434
H19 -1.97669 -1.23987 -5.14245
H20 0.37139 -1.35342 -6.44659
H21 1.47458 -0.08264 -5.89986
H22 1.72923 -1.74250 -5.38193
C16 2.21797 2.74083 2.51130
C17 1.24585 3.28666 3.34794
C18 0.07713 2.59531 3.55831
C19 -0.11421 1.34617 2.93099
N7 0.80605 0.84980 2.10100
C20 1.93280 1.53453 1.90167
N8 -1.25917 0.66672 3.29710
C21 -1.77462 -0.37183 2.71695
N9 -1.45169 -1.09957 1.60883
C22 -2.36119 -2.10615 1.48951
N10 -2.51870 -3.05126 0.61357
C23 -1.64713 -3.30549 -0.43452
C24 -2.21920 -3.91288 -1.57104
C25 -1.42790 -4.20228 -2.65614
C26 -0.06679 -3.92145 -2.58732
C27 0.41590 -3.36089 -1.42086
N11 -0.33884 -3.05505 -0.36191
C28 -3.36555 -2.02816 2.59485
C29 -4.47384 -2.79356 2.90070
C30 -5.21288 -2.42781 4.02287
C31 -4.84292 -1.32839 4.79853
C32 -3.72323 -0.56659 4.47428
C33 -2.99940 -0.94629 3.36122
H23 3.14753 3.25338 2.30027
H24 1.39979 4.25121 3.81984
H25 -0.71387 2.97303 4.19074
H26 2.62043 1.08998 1.18846
H27 -3.28349 -4.10604 -1.56576
H28 -1.86200 -4.63176 -3.55244
H29 0.60150 -4.11181 -3.41745
H30 1.47217 -3.13450 -1.32668
H31 -4.74767 -3.63562 2.27781
H32 -6.09464 -2.99726 4.29631
H33 -5.44390 -1.06213 5.66130
H34 -3.42389 0.29913 5.05093
C34 -3.60398 4.70225 -0.14938
C35 -2.90323 4.21383 -1.24838
C36 -2.28502 2.96699 -1.18300
C37 -2.30281 2.10826 -0.06145
C38 -3.04424 2.65734 1.00906
C39 -3.67102 3.90419 0.98800
H35 -4.08330 5.67707 -0.17859
H36 -2.83246 4.81431 -2.15442
H37 -1.73539 2.64773 -2.07337
H38 -3.13408 2.09188 1.93854
H39 -4.21374 4.25853 1.86354


ORCA calculation (wB97M-V/def2-TZVPD) on an isolated ion of composition C3H8NO and charge +1 in a non-equilibrium geometry.

Summary:
E_HOMO   -14.87 eV
SMILES   C[NH2+]CC=O
Total charge   +1
Kohn-Sham gap   10.83 eV
LUMO level   -4.03 eV

Atoms and positions in Å:
C1 -1.16538 -0.91593 0.09702
N1 0.21504 -0.57236 0.70248
C2 0.62116 0.78283 0.32212
C3 0.67128 1.16691 -1.12446
O1 0.33083 0.41586 -2.03863
H1 -1.01732 -1.48162 -0.83791
H2 -2.12947 -0.32821 0.01507
H3 -1.66289 -1.55836 0.81042
H4 0.85933 -1.36211 0.24297
H5 0.47663 -0.71402 1.70866
H6 1.69536 0.92551 0.63423
H7 0.01093 1.51643 0.83217
H8 1.09450 2.12507 -1.36415


ORCA calculation (wB97M-V/def2-TZVPD) on C13H15PPbSe2 as an isolated structure in a non-equilibrium geometry.

Summary:
E_HOMO   -15.71 eV
Total charge   +2
Kohn-Sham gap   6.88 eV
LUMO level   -8.83 eV

Atoms and positions in Å:
Pb1 0.54978 0.59434 -3.63772
C1 0.15449 -0.10571 -6.55130
H1 1.21909 0.08140 -6.34875
H2 0.06981 -1.12766 -6.90033
H3 -0.20239 0.61443 -7.27851
H4 -0.51444 -0.02010 -5.65712
H5 -1.25577 -0.18547 -2.94057
Se1 1.75077 -0.67530 -1.47145
P1 0.22792 0.02238 -0.02622
Se2 -1.41306 0.93885 -1.82340
C2 -0.54339 -1.28734 0.95993
C3 -1.10020 -2.38527 0.25254
C4 -1.62883 -3.45565 0.96362
C5 -1.58820 -3.47695 2.36253
C6 -1.04012 -2.38613 3.06083
C7 -0.50523 -1.30723 2.36468
C8 0.70567 1.34215 1.07966
C9 -0.28926 1.93259 1.88785
C10 0.05619 2.96878 2.75942
C11 1.38510 3.42068 2.83690
C12 2.36771 2.83603 2.02940
C13 2.04316 1.80319 1.13944
H6 -1.11435 -2.38620 -0.83237
H7 -2.06792 -4.30664 0.43464
H8 -1.99349 -4.32176 2.92554
H9 -1.02102 -2.38482 4.15232
H10 -0.03841 -0.47970 2.91154
H11 -1.32036 1.56035 1.81906
H12 -0.72238 3.40116 3.37930
H13 1.62425 4.22661 3.52668
H14 3.38764 3.20631 2.09958
H15 2.81722 1.34268 0.52230